No. 1
C30H50BrN3P2SZr | wB97M-V/def2-TZVPD

Calculated values
HOMO energy (spin up / spin down) in eV: -18.686 / -18.684
LUMO energy (spin up / spin down) in eV: -15.69 / -15.70
Total charge: +4
Orbital gap (spin up / spin down) in hartree: 0.11020 / 0.10965

XYZ file:
```
88
Properties=species:S:1:pos:R:3:forces:R:3
C -4.024 -3.714 1.059 0.38 -0.04 0.20
C -3.103 -3.628 -0.018 -0.34 0.52 -0.68
C -3.572 -3.971 -1.320 0.32 -0.41 0.23
C -4.839 -4.564 -1.438 0.89 0.59 0.21
N -5.606 -4.738 -0.370 -0.97 -0.39 -0.20
C -5.267 -4.323 0.840 0.82 0.40 -0.38
C -1.690 -3.344 0.217 -1.24 -3.54 0.17
C -0.554 -3.870 0.459 0.62 2.94 0.26
C 0.668 -3.211 0.822 -1.98 -0.14 -1.40
C 0.486 -1.836 1.193 0.35 0.92 1.20
C 1.556 -1.178 1.898 0.73 -1.66 0.74
C 2.599 -1.460 0.959 -0.63 -1.99 1.20
C 2.998 -2.740 0.578 -0.69 -1.75 0.39
C 1.974 -3.708 0.762 2.66 -0.09 -0.40
Zr 1.731 0.402 0.379 -1.88 4.86 -2.19
P -1.573 0.708 0.104 -1.38 -0.26 -0.91
H -2.942 -3.850 -2.204 -0.11 -0.10 0.32
H -3.750 -3.401 2.062 0.06 -0.09 -0.08
H -5.207 -4.901 -2.418 0.09 0.16 0.58
H -5.985 -4.477 1.651 0.28 0.06 -0.27
H 2.213 -4.765 0.844 -0.13 0.00 -0.60
H -0.509 -1.406 1.024 0.29 -0.19 0.91
H 3.999 -2.995 0.184 -0.49 0.15 0.31
H 1.707 -0.972 2.980 -0.25 0.49 -0.81
C -2.107 2.478 -0.076 0.88 0.01 0.26
C -3.334 2.797 -0.927 -0.37 0.00 -0.11
H -1.219 2.981 -0.497 -0.28 0.03 0.20
H -2.240 2.858 0.949 0.13 -0.01 -0.26
H -3.415 3.892 -1.001 0.01 -0.35 0.02
H -3.251 2.403 -1.952 -0.06 0.13 0.37
H -4.261 2.428 -0.461 0.36 0.14 -0.28
C -2.193 -0.208 -1.390 0.57 0.02 -0.21
C -3.690 -0.508 -1.551 -0.26 0.09 0.06
H -1.646 -1.168 -1.360 -0.02 0.22 -0.20
H -1.820 0.356 -2.265 -0.12 -0.32 0.33
H -3.842 -0.968 -2.539 0.05 0.17 0.26
H -4.057 -1.233 -0.809 0.14 0.37 -0.17
H -4.309 0.399 -1.510 0.20 -0.38 -0.02
C -2.634 -0.052 1.454 0.90 -0.09 0.34
C -4.000 0.581 1.710 -0.39 0.17 -0.12
H -2.027 -0.002 2.371 -0.36 -0.14 -0.10
H -2.750 -1.123 1.221 0.11 0.31 -0.07
H -4.461 0.091 2.581 0.20 0.17 -0.24
H -3.920 1.654 1.936 -0.11 -0.35 -0.07
H -4.684 0.435 0.860 0.28 0.15 0.32
Br 3.953 0.459 -0.607 1.49 -1.01 0.78
P 1.470 1.103 -2.535 0.64 -0.54 -0.08
C 0.108 1.736 -3.591 -0.62 -0.16 0.92
C 0.565 2.541 -4.799 0.29 0.10 -0.25
H -0.519 2.353 -2.920 0.10 -0.17 -0.41
H -0.484 0.857 -3.892 0.12 0.28 0.13
H -0.331 2.877 -5.327 0.16 0.03 0.02
H 1.144 3.420 -4.495 -0.22 -0.13 -0.23
H 1.165 1.943 -5.497 -0.18 0.17 0.19
C 2.941 2.154 -2.845 0.06 0.55 1.34
C 3.927 1.673 -3.876 0.24 -0.04 -0.83
H 3.503 2.181 -1.895 -0.53 0.52 -0.58
H 2.606 3.187 -2.977 -0.06 -0.18 -0.31
H 4.758 2.383 -3.912 -0.11 -0.04 -0.06
H 4.358 0.694 -3.654 -0.11 0.04 0.08
H 3.476 1.625 -4.864 0.17 0.07 -0.12
C 1.859 -0.626 -3.065 0.12 0.20 0.68
C 1.731 -0.840 -4.558 -0.16 -0.26 -0.58
H 1.184 -1.310 -2.522 -0.02 0.11 -0.11
H 2.869 -0.861 -2.701 -0.26 0.13 -0.23
H 1.985 -1.887 -4.760 -0.07 0.20 -0.16
H 0.705 -0.668 -4.895 0.18 -0.12 -0.07
H 2.400 -0.202 -5.146 -0.15 -0.23 0.24
C 0.097 1.496 2.751 0.34 0.62 0.31
N 1.236 1.445 3.656 1.33 -0.20 -0.51
C 1.198 0.504 4.773 -0.60 0.27 0.63
C 2.457 1.839 3.213 0.17 -1.63 1.19
S 2.610 2.553 1.672 0.41 -0.53 -1.28
N 3.557 1.538 3.998 -0.92 0.83 -0.63
C 3.611 2.233 5.304 -0.15 0.20 0.69
C 4.891 1.271 3.435 0.11 0.26 -0.29
H -0.828 1.717 3.271 -0.11 0.03 0.20
H -0.055 0.520 2.260 0.12 -0.02 0.13
H 0.285 2.279 2.005 -0.40 -0.12 0.33
H 2.183 0.036 4.922 -0.32 0.14 -0.14
H 0.950 1.076 5.676 -0.11 -0.54 0.00
H 0.428 -0.253 4.585 0.02 0.22 0.16
H 2.750 1.938 5.921 0.58 0.22 -0.01
H 4.562 1.973 5.812 -0.75 0.14 -0.30
H 3.560 3.322 5.130 0.18 -0.43 0.21
H 4.805 0.600 2.569 0.10 0.38 0.19
H 5.394 2.215 3.174 0.00 -0.39 -0.08
H 5.487 0.759 4.212 -0.38 0.24 -0.33
```
Positions in Å, forces in eV/Å.

=====

No. 2
C30H50Cl3CoN4O4Si | wB97M-V/def2-TZVPD

Calculated values
⟨S²⟩: 6.017
HOMO energy (spin up / spin down) in eV: -7.713 / -8.516
LUMO energy (spin up / spin down) in eV: 0.51 / -0.21
Total charge: 0
2S+1: 5
Orbital gap (spin up / spin down) in hartree: 0.30207 / 0.30523

XYZ file:
```
93
Properties=species:S:1:pos:R:3:forces:R:3
C 3.711 3.985 3.283 0.19 0.17 -0.04
C 2.391 3.716 2.609 0.42 -2.83 0.33
H 3.590 4.562 4.210 -0.12 -0.10 -0.27
H 4.362 4.564 2.608 -0.14 -0.12 0.24
H 4.225 3.054 3.531 -0.20 0.31 0.04
C 1.474 4.743 2.367 -1.07 0.66 -0.70
C 1.612 6.133 2.824 -0.39 0.70 0.23
H 0.541 4.472 1.878 0.28 0.00 0.13
H 2.328 6.723 2.236 0.04 -0.07 0.08
H 1.892 6.229 3.882 0.12 -0.08 -0.17
H 0.633 6.615 2.723 0.28 0.10 0.01
Co 2.668 -2.188 0.035 -1.43 -1.72 -1.19
Cl 2.734 -3.254 1.911 0.22 -0.79 1.13
Cl 3.154 -2.046 -2.106 0.46 0.00 -0.78
H 0.411 -4.953 -3.806 -0.04 0.10 0.07
H 0.604 -6.949 -2.501 0.09 0.07 0.22
C 0.488 -4.247 -2.976 -0.02 0.45 -0.30
C 1.333 -6.356 -1.935 -0.11 0.04 0.14
N 0.849 -4.995 -1.782 0.15 0.38 0.77
H -0.469 -3.724 -2.832 0.43 -0.24 -0.07
C 0.961 -4.324 -0.620 -0.15 -0.16 -0.72
O 0.729 -3.105 -0.518 0.28 -0.72 0.08
H 1.471 -6.784 -0.939 0.03 -0.10 -0.19
H 1.292 -4.928 0.244 -0.06 0.14 -0.20
H 1.269 -3.501 -3.192 -0.31 -0.27 0.01
H 2.286 -6.389 -2.482 -0.15 0.11 0.15
H 2.194 3.154 -1.290 -0.14 -0.13 -0.01
H 0.583 4.751 -0.329 -0.14 -0.07 -0.10
C 1.445 2.743 -1.973 -0.01 -0.07 0.03
C -0.110 4.449 -1.121 -0.08 -0.28 0.03
N 0.120 3.052 -1.465 -0.69 -0.06 -0.79
H 1.553 1.656 -2.045 -0.07 0.31 -0.02
C -0.930 2.275 -1.912 0.90 -0.23 -0.44
O -0.793 1.237 -2.551 -0.26 1.16 0.62
H -1.139 4.563 -0.762 0.19 0.07 -0.04
H -1.919 2.688 -1.631 0.17 -0.11 -0.04
H 1.589 3.197 -2.965 0.04 -0.17 0.10
H 0.052 5.102 -1.992 -0.08 -0.08 0.15
O 2.470 2.620 1.538 -0.31 0.81 0.49
C 1.794 2.278 2.726 0.76 0.92 0.04
C -0.371 2.087 1.458 0.61 0.03 0.35
C 0.329 2.103 2.673 -1.32 -0.20 0.20
H 0.206 2.037 0.533 -0.34 0.14 0.45
C -1.761 2.110 1.445 -0.11 0.09 0.52
H 2.336 1.596 3.395 -0.12 0.18 -0.19
C -0.402 2.056 3.884 0.56 0.10 -0.56
H -2.289 2.137 0.495 0.03 -0.14 0.18
C -2.476 2.111 2.647 0.37 0.02 -0.13
C -1.791 2.071 3.869 -0.01 -0.05 -0.22
H 0.166 2.037 4.818 -0.32 0.04 -0.16
H -3.562 2.134 2.630 0.14 0.00 0.03
H -2.346 2.069 4.806 0.11 -0.05 -0.20
Si 4.145 0.433 0.420 -0.79 -2.18 -0.19
Cl 1.988 -0.231 0.601 1.12 3.09 0.58
C 4.360 1.237 -1.234 0.26 0.45 -0.12
C 4.963 -1.305 0.415 0.49 0.09 0.10
C 4.843 1.197 1.946 0.51 0.41 -0.09
H 3.509 1.103 -1.907 0.21 -0.13 0.26
H 5.230 0.771 -1.720 -0.21 0.08 0.17
H 4.567 2.309 -1.131 -0.09 -0.12 -0.05
H 4.870 2.286 1.864 0.02 -0.36 0.07
H 5.877 0.832 2.056 -0.28 0.02 -0.04
H 4.283 0.890 2.834 0.11 0.05 -0.16
H 5.467 -1.415 1.386 -0.28 -0.16 -0.16
H 5.754 -1.304 -0.348 -0.21 0.04 0.02
H 4.429 -2.278 0.236 1.27 0.85 0.29
C -5.014 -2.513 -4.196 0.08 0.23 -0.30
C -4.938 -3.425 -2.999 0.45 -0.06 0.90
N -4.388 -2.783 -1.775 0.07 0.25 -0.39
C -5.304 -1.853 -1.092 0.07 0.08 -0.01
C -6.673 -2.475 -0.827 -0.07 0.20 0.16
C -3.028 -2.533 -1.780 0.08 -0.38 -0.95
O -2.328 -2.830 -2.758 -0.78 0.32 1.18
C -2.411 -1.979 -0.533 0.28 0.01 0.14
C -2.741 -2.470 0.737 0.03 0.09 -0.24
C -2.024 -2.022 1.840 0.50 0.31 0.03
C -0.968 -1.123 1.624 -1.00 -0.71 -0.03
N -0.687 -0.665 0.418 0.34 0.74 0.22
C -1.367 -1.044 -0.638 -0.82 -0.86 -0.14
H -5.652 -1.642 -4.001 0.09 -0.11 -0.09
H -5.433 -3.071 -5.037 -0.04 0.13 0.00
H -4.009 -2.179 -4.474 -0.25 0.02 0.06
H -5.927 -3.786 -2.710 0.20 -0.17 -0.23
H -4.284 -4.275 -3.218 -0.22 0.10 0.04
H -4.849 -1.538 -0.142 -0.16 -0.12 -0.42
H -5.435 -0.938 -1.706 0.06 -0.29 0.25
H -6.585 -3.477 -0.387 0.02 0.20 -0.12
H -7.202 -1.837 -0.109 -0.01 -0.15 -0.18
H -7.279 -2.534 -1.740 0.11 -0.02 0.30
H -3.549 -3.203 0.829 0.30 0.22 0.06
H -2.231 -2.342 2.858 -0.09 -0.12 -0.22
H -0.363 -0.763 2.454 -0.03 -0.05 -0.13
H -1.100 -0.590 -1.589 -0.05 -0.30 0.12
```
Positions in Å, forces in eV/Å.

=====

No. 3
C30H50HfP | wB97M-V/def2-TZVPD

Calculated values
HOMO energy in eV: -10.318
LUMO energy in eV: -3.64
Total charge: +1
Orbital gap in hartree: 0.24547

XYZ file:
```
82
Properties=species:S:1:pos:R:3:forces:R:3
C 1.408 -2.447 -0.131 -0.48 -0.71 -1.34
C 1.916 -1.782 -1.300 -0.56 -0.76 0.03
C 0.941 -1.883 -2.342 0.09 -0.87 0.61
C -0.184 -2.614 -1.834 1.09 -0.84 0.39
C 0.085 -2.942 -0.451 1.32 -0.70 -1.08
Hf -0.096 -0.617 -0.502 -1.06 3.12 -0.38
C -3.362 0.696 -2.128 3.58 1.87 1.03
C -2.993 0.352 -0.847 -0.04 -0.07 -1.26
H -2.955 1.086 -0.035 -0.68 0.11 -0.58
C -2.376 -0.933 -0.485 0.00 -0.73 -0.16
H -2.756 -1.748 -1.119 0.22 0.27 0.26
H -2.608 -1.228 0.554 0.10 0.07 0.01
C -3.404 2.246 -2.359 -0.60 -0.23 -0.03
H -2.784 2.815 -1.636 -0.57 -0.52 -0.03
H -2.958 2.505 -3.334 -0.52 -0.17 0.21
H -4.429 2.646 -2.295 0.36 -0.03 -0.25
C -2.778 -0.093 -3.334 -0.55 -0.13 0.18
H -1.811 -0.605 -3.096 -0.85 0.05 0.24
H -3.526 -0.838 -3.693 0.80 0.41 -0.12
H -2.456 0.601 -4.147 -0.83 -0.48 0.47
C 3.314 -1.299 -1.453 0.37 0.47 0.03
H 3.663 -0.832 -0.523 0.07 -0.12 -0.22
H 4.015 -2.115 -1.696 -0.36 0.10 0.11
H 3.388 -0.546 -2.244 0.03 -0.24 0.16
C 1.153 -1.468 -3.758 -0.11 0.42 -0.28
H 1.595 -0.465 -3.792 -0.01 -0.18 -0.15
H 1.824 -2.165 -4.288 -0.22 0.21 0.28
H 0.204 -1.433 -4.309 0.27 0.00 0.10
C -1.237 -3.275 -2.665 -0.44 0.08 -0.11
H -1.353 -2.782 -3.637 -0.03 -0.14 0.26
H -0.974 -4.329 -2.858 0.03 0.38 0.14
H -2.209 -3.268 -2.158 0.17 -0.09 -0.24
C -0.689 -3.943 0.338 -0.39 -0.11 0.29
H -1.735 -3.984 0.008 0.23 -0.01 0.10
H -0.257 -4.950 0.216 -0.11 0.34 -0.01
H -0.688 -3.713 1.409 -0.06 -0.21 -0.24
C 2.284 -2.921 0.977 0.24 0.22 0.70
H 1.709 -3.463 1.734 0.21 0.09 -0.17
H 3.077 -3.592 0.604 -0.39 0.26 -0.03
H 2.781 -2.072 1.465 0.02 -0.36 0.02
C 0.910 1.242 -1.580 -2.33 4.05 0.28
C 0.067 2.298 -2.366 -0.56 -4.64 0.38
C 2.243 1.605 -1.893 0.31 -0.47 -1.17
C 0.301 2.199 -3.743 0.70 0.96 0.09
H -0.905 2.794 -2.167 0.43 -1.20 0.73
C 2.608 2.078 -3.173 0.35 1.40 -0.47
H 2.918 1.537 -1.032 0.47 -0.43 -0.87
C 1.626 2.220 -4.213 -0.38 -0.42 0.61
H -0.627 2.113 -4.320 0.60 1.05 -0.51
H 3.608 2.527 -3.350 -0.61 -0.78 0.20
H 1.760 2.481 -5.295 0.49 -0.63 1.26
C 0.310 -1.844 3.416 0.08 -0.25 0.14
C -0.334 -0.471 3.577 -0.29 -0.20 -0.23
C 0.142 0.155 4.897 -0.03 0.04 0.24
P -0.187 0.534 2.002 0.68 1.27 1.94
C -1.579 1.790 2.207 -0.25 -0.39 -0.37
C -2.090 2.114 3.624 -0.02 0.09 0.05
C -1.320 3.069 1.399 -0.12 0.12 -0.21
C 1.371 1.575 2.175 -0.13 0.09 -0.40
C 1.390 2.614 3.308 0.24 0.07 0.23
C 2.635 0.711 2.203 0.25 -0.06 -0.01
H 1.397 -1.761 3.274 -0.35 -0.05 0.03
H -0.120 -2.400 2.573 0.19 0.23 0.25
H 0.145 -2.436 4.329 0.04 0.13 -0.28
H -1.424 -0.617 3.652 0.20 -0.05 -0.03
H 1.236 0.210 4.956 -0.28 0.00 -0.09
H -0.281 1.143 5.108 0.24 -0.31 -0.14
H -0.182 -0.507 5.716 0.08 0.14 -0.26
H -2.397 1.235 1.722 0.03 0.26 0.13
H -1.384 2.717 4.212 -0.23 -0.23 -0.20
H -3.009 2.713 3.523 0.28 -0.19 -0.05
H -2.358 1.216 4.194 0.10 0.30 -0.14
H -1.024 2.867 0.358 -0.04 -0.02 0.24
H -2.243 3.668 1.372 0.27 -0.17 -0.01
H -0.538 3.693 1.852 -0.27 -0.19 -0.19
H 1.381 2.136 1.223 -0.05 -0.21 0.22
H 1.675 2.168 4.270 -0.11 0.15 -0.31
H 2.154 3.370 3.071 -0.21 -0.22 0.03
H 0.442 3.144 3.440 0.32 -0.20 0.00
H 2.751 0.107 1.290 -0.12 0.12 0.17
H 3.525 1.358 2.267 -0.29 -0.19 -0.01
H 2.662 0.029 3.066 -0.02 0.24 -0.22
```
Positions in Å, forces in eV/Å.